19
Properties=species:S:1:pos:R:3:forces:R:3 method="wB97M-V/def2-TZVPD" total_charge=0 largest_force_ev_per_a=4.49 e_above_lowest_kj_mol=302.5 mol_weight_da=187.24 spin_multiplicity=1 homo_ev="-8.344 / -8.344" energy_ha=-1271.66402 gap_ha="0.29333 / 0.29328"
C -0.04390 -0.12016 0.80024 -0.20 -0.91 -3.09
H 1.56624 -2.03957 -0.62709 0.36 -0.28 0.52
C 0.67307 -1.64479 -1.05019 -2.59 1.15 0.09
S -1.10349 0.68235 -0.38840 -1.95 -2.68 -0.74
O -0.36870 -2.52456 -1.13493 2.06 0.48 0.37
S -0.83982 -1.23552 1.85631 0.20 1.11 1.91
O -1.98381 -0.34018 -0.94150 0.53 0.27 0.64
N 1.57118 1.65411 0.37583 3.36 -1.57 0.96
H 0.75159 -0.91721 -1.88150 -0.02 -0.38 0.71
O -0.45089 1.44194 -1.40813 0.51 0.94 0.06
H -1.03498 -2.16871 -1.73014 -0.40 0.45 0.10
O -2.09706 1.63843 0.43517 1.33 -3.12 2.53
H -1.12165 -2.11105 0.96726 -0.52 -1.37 -1.43
H 0.88222 1.18581 2.20989 -0.69 0.56 1.04
C 1.09783 0.68669 1.29668 -0.49 0.07 0.17
H -2.22762 2.36145 -0.08292 -0.82 3.72 -2.39
H 0.92268 2.30021 0.10224 -1.75 1.72 -0.89
H 1.98575 1.18075 -0.40625 -0.06 0.32 -0.51
H 1.82133 -0.02997 1.60742 1.13 -0.46 -0.04

***

15
Properties=species:S:1:pos:R:3:forces:R:3 method="wB97M-V/def2-TZVPD" total_charge=+1 largest_force_ev_per_a=5.98 e_above_lowest_kj_mol=331.2 mol_weight_da=106.08 spin_multiplicity=1 homo_ev="-13.897 / -12.519" energy_ha=-590.65234 gap_ha="0.33560 / 0.28320"
H 0.10748 -1.53874 -1.82848 -0.89 0.31 2.06
C 1.04471 1.54570 -0.10021 -0.74 0.69 -1.03
H 1.41846 2.00451 0.77336 0.16 0.74 1.00
C -1.58291 0.41741 0.53552 2.74 -0.64 -2.09
H -0.18508 -1.08366 0.82325 -0.89 -0.55 0.89
H -1.60431 -1.46389 -0.10675 -0.56 -1.15 0.53
H -0.45378 0.16611 -1.66289 0.76 -1.53 0.79
C -0.06322 -0.72903 -1.03425 2.15 3.05 -4.67
H 2.19239 -1.32264 1.31988 -0.01 -0.13 0.28
H -2.03906 1.01814 -0.17668 -0.69 0.71 -1.27
N -0.88704 -0.79817 0.11138 -1.42 -0.39 0.40
P 1.59609 -0.07995 -0.32655 0.17 0.03 -2.34
H 0.86604 2.25028 -0.97016 0.15 -1.15 1.07
H -1.84312 0.36781 1.49736 -0.97 0.17 3.55
O 1.43334 -0.75388 1.14524 0.05 -0.16 0.81

***

Copy entry 1 word for word.
19
Properties=species:S:1:pos:R:3:forces:R:3 method="wB97M-V/def2-TZVPD" total_charge=0 largest_force_ev_per_a=4.49 e_above_lowest_kj_mol=302.5 mol_weight_da=187.24 spin_multiplicity=1 homo_ev="-8.344 / -8.344" energy_ha=-1271.66402 gap_ha="0.29333 / 0.29328"
C -0.04390 -0.12016 0.80024 -0.20 -0.91 -3.09
H 1.56624 -2.03957 -0.62709 0.36 -0.28 0.52
C 0.67307 -1.64479 -1.05019 -2.59 1.15 0.09
S -1.10349 0.68235 -0.38840 -1.95 -2.68 -0.74
O -0.36870 -2.52456 -1.13493 2.06 0.48 0.37
S -0.83982 -1.23552 1.85631 0.20 1.11 1.91
O -1.98381 -0.34018 -0.94150 0.53 0.27 0.64
N 1.57118 1.65411 0.37583 3.36 -1.57 0.96
H 0.75159 -0.91721 -1.88150 -0.02 -0.38 0.71
O -0.45089 1.44194 -1.40813 0.51 0.94 0.06
H -1.03498 -2.16871 -1.73014 -0.40 0.45 0.10
O -2.09706 1.63843 0.43517 1.33 -3.12 2.53
H -1.12165 -2.11105 0.96726 -0.52 -1.37 -1.43
H 0.88222 1.18581 2.20989 -0.69 0.56 1.04
C 1.09783 0.68669 1.29668 -0.49 0.07 0.17
H -2.22762 2.36145 -0.08292 -0.82 3.72 -2.39
H 0.92268 2.30021 0.10224 -1.75 1.72 -0.89
H 1.98575 1.18075 -0.40625 -0.06 0.32 -0.51
H 1.82133 -0.02997 1.60742 1.13 -0.46 -0.04